C29H24CrN8O3S | wB97M-V/def2-TZVPD

Output
2S+1	5
HOMO (alpha / beta)	-7.4 / -7.7	eV
gap between HOMO and LUMO (alpha / beta)	6.65 / 6.97	eV

Geometry as XYZ:
```
66
Properties=species:S:1:pos:R:3:forces:R:3:mulliken_charge:R:1
Cr 0.570 0.199 0.717 0.0 0.0 -0.4 0.794
C 0.166 -5.279 4.484 -0.1 0.0 0.0 -1.365
C -0.203 -4.138 3.579 0.0 -0.1 0.0 0.465
C -1.263 -3.278 3.849 0.0 0.0 0.0 -1.384
C -1.552 -2.211 3.019 0.0 0.0 0.0 0.221
C -0.815 -1.948 1.858 0.0 0.0 0.0 0.423
N -1.066 -0.798 1.081 0.0 -0.1 0.0 -0.019
C -2.365 -0.371 0.895 0.0 0.1 0.0 -0.090
C -3.450 -1.245 0.722 0.0 0.0 0.0 -0.132
C -4.730 -0.776 0.524 0.0 0.0 0.0 -0.965
C -5.019 0.590 0.466 0.0 0.0 0.0 0.539
C -6.415 1.081 0.203 0.0 0.0 0.0 -1.536
C -3.959 1.466 0.623 0.0 0.0 0.0 -0.498
C -2.671 0.996 0.846 0.1 -0.1 0.1 0.032
N -1.634 1.961 1.069 -0.2 -0.2 -0.4 0.866
C -1.681 3.016 1.886 0.0 0.2 0.0 -0.172
C -0.559 3.789 1.651 0.0 -0.1 -0.1 -0.882
C 0.127 3.102 0.650 0.0 0.1 0.0 -0.133
N -0.528 1.995 0.270 0.1 0.2 0.8 -1.175
C 0.249 -2.830 1.597 0.0 0.0 0.0 0.097
C 0.544 -3.894 2.437 -0.1 0.0 0.0 0.321
N 1.090 -2.704 0.443 -0.1 -0.1 -0.1 0.155
C 1.719 -3.697 -0.215 0.0 0.1 0.1 -0.071
C 2.435 -3.118 -1.242 0.1 0.0 0.0 -1.235
C 2.194 -1.753 -1.129 0.1 0.1 0.1 -0.775
N 1.393 -1.505 -0.092 -0.2 -0.2 -0.1 0.298
H -0.605 -5.448 5.236 0.0 0.0 0.0 0.423
H 1.104 -5.077 5.003 0.0 0.0 0.0 0.140
H 0.326 -6.200 3.921 0.0 0.0 0.0 0.307
H -1.867 -3.437 4.735 0.0 0.0 0.0 0.361
H -2.372 -1.547 3.265 0.0 0.0 0.0 0.565
H -3.262 -2.311 0.754 0.0 0.0 0.0 0.507
H -5.536 -1.491 0.396 0.0 0.0 0.0 0.402
H -7.149 0.488 0.749 0.0 0.0 0.0 0.383
H -6.663 1.013 -0.858 0.0 0.0 0.0 0.293
H -6.533 2.122 0.504 0.0 0.0 0.0 0.362
H -4.125 2.537 0.572 0.0 0.0 0.0 0.450
H -2.503 3.144 2.570 0.0 0.0 0.0 0.512
H -0.280 4.704 2.143 0.0 0.0 0.0 0.446
H 1.067 3.347 0.182 0.0 0.0 0.0 0.463
H 1.372 -4.546 2.178 0.0 0.0 0.1 -0.178
H 1.675 -4.720 0.122 0.0 0.0 0.0 0.727
H 3.061 -3.621 -1.956 0.0 0.0 0.0 0.452
H 2.573 -0.938 -1.726 0.0 0.0 0.0 0.469
O 2.584 -7.398 3.377 0.0 -0.1 0.0 -0.665
S 3.470 -6.485 2.692 -0.1 0.1 -0.1 1.065
O 2.865 -5.858 1.516 0.1 -0.1 0.1 -0.640
O 4.838 -6.910 2.508 0.0 0.0 0.0 -0.688
C 3.626 -5.091 3.861 0.1 -0.1 -0.1 -0.101
N 3.799 -5.377 5.151 0.1 0.0 0.0 -0.425
C 3.866 -4.351 5.982 0.0 0.1 0.1 -0.482
C 3.715 -3.032 5.567 0.0 0.0 0.0 -0.609
C 3.554 -2.849 4.207 0.0 0.0 -0.1 0.569
N 3.547 -3.869 3.351 0.0 0.1 0.0 -0.102
C 3.275 -1.546 3.551 0.1 -0.1 0.0 1.234
C 3.828 -1.262 2.304 -0.1 0.0 0.0 -0.475
C 3.326 -0.200 1.582 0.1 0.0 0.2 -0.590
N 2.295 0.555 2.011 0.4 0.0 -0.2 -0.509
C 1.863 0.346 3.263 -0.2 0.0 0.0 -0.438
C 2.329 -0.675 4.068 0.0 0.1 0.0 -0.791
H 4.029 -4.585 7.029 0.0 0.0 0.0 0.409
H 3.733 -2.206 6.265 0.0 0.0 0.0 0.492
H 4.573 -1.917 1.875 0.0 0.0 0.0 0.480
H 3.705 0.022 0.593 0.0 0.0 0.0 0.513
H 1.050 0.981 3.596 0.0 0.0 0.0 0.477
H 1.884 -0.843 5.038 0.0 0.0 0.0 0.414
```
Forces are in eV/Å.

C29H24F6N2O8S3SbYb | wB97M-V/def2-TZVPD

Output
2S+1	2
HOMO (alpha / beta)	-8.6 / -8.6	eV
gap between HOMO and LUMO (alpha / beta)	8.16 / 6.43	eV

Geometry as XYZ:
```
74
Properties=species:S:1:pos:R:3:forces:R:3:mulliken_charge:R:1
Yb -1.632 -0.039 0.764 1.8 3.5 2.0 1.623
C -4.810 6.420 -3.719 0.2 -1.6 -1.6 -1.367
C -4.166 5.332 -2.876 0.6 0.4 -0.3 0.775
C -4.658 5.013 -1.626 -1.1 0.5 0.8 -0.755
C -3.903 4.261 -0.757 -0.5 0.0 -0.1 -0.561
C -2.773 3.655 -1.223 0.3 -0.7 0.6 0.201
C -2.239 3.855 -2.484 -1.2 0.5 0.5 -0.393
C -2.951 4.727 -3.282 0.3 0.9 -1.3 -0.659
S -2.045 2.651 -0.003 1.7 4.4 0.6 1.487
O -1.274 1.620 -0.782 0.2 -1.9 0.8 -0.469
O -3.167 1.965 0.702 0.8 -2.3 0.3 -0.849
N -1.260 3.713 0.789 -1.2 -2.4 -1.4 -0.412
C -0.146 3.553 1.701 0.1 1.0 0.6 -0.593
C 0.578 2.190 2.081 0.0 2.1 -0.1 0.547
O 1.727 2.349 2.452 -0.4 -0.9 -0.1 -0.600
O -0.095 1.080 2.060 -1.6 -1.2 -1.5 -0.411
H -5.580 6.975 -3.202 0.0 0.1 0.1 0.350
H -5.251 5.909 -4.622 0.0 0.6 0.8 0.298
H -4.046 7.072 -4.165 -0.2 0.0 0.5 0.343
H -5.640 5.341 -1.221 0.8 0.3 -0.7 0.290
H -4.157 4.149 0.290 -0.3 -0.1 -0.2 0.408
H -1.311 3.425 -2.776 0.5 -0.4 -0.2 0.541
H -2.490 5.019 -4.263 -0.7 -0.3 0.9 0.270
H -0.509 4.062 2.642 0.7 -0.8 -0.5 0.239
H 0.603 4.255 1.274 0.1 -0.8 0.6 0.272
F -5.998 -3.015 2.674 0.9 1.1 0.2 -0.204
C -5.228 -1.919 2.917 -0.8 -0.5 0.1 0.509
F -5.338 -1.659 4.266 0.6 0.0 -2.5 -0.190
F -5.702 -0.901 2.175 0.5 -0.6 0.9 -0.197
S -3.422 -2.419 2.383 -1.7 0.8 0.5 1.182
O -2.628 -1.135 2.463 -0.5 -1.4 -0.6 -0.641
O -3.259 -3.433 3.374 1.1 0.3 -0.8 -0.567
N -3.553 -2.937 0.897 0.4 0.1 -0.3 -0.525
S -3.046 -2.523 -0.563 -1.1 -1.0 1.8 1.150
O -4.115 -1.963 -1.327 1.1 -0.3 -0.1 -0.580
O -1.772 -1.782 -0.454 0.0 -0.1 -0.7 -0.451
C -2.498 -4.205 -1.273 0.0 -1.0 0.0 0.539
F -3.669 -4.803 -1.506 0.8 -0.1 0.2 -0.173
F -1.768 -4.892 -0.342 -1.1 1.1 -1.4 -0.168
F -1.807 -4.160 -2.433 -0.7 0.5 1.6 -0.179
C 5.850 -4.733 -1.605 0.7 0.1 -1.2 -0.427
C 5.739 -3.502 -2.278 0.5 0.0 0.4 -0.614
C 4.826 -2.554 -1.829 0.0 -0.2 -0.4 -0.289
C 3.967 -2.871 -0.755 -0.8 1.2 -0.7 -0.137
C 4.144 -4.049 -0.074 -0.4 -0.5 1.3 -0.038
C 5.054 -4.994 -0.519 0.5 -0.5 0.0 -0.520
Sb 2.095 -1.648 -0.670 1.2 -0.1 0.2 0.967
C 1.462 -2.032 1.334 0.3 -0.1 -1.2 0.100
C 0.860 -3.290 1.463 0.3 0.0 0.2 -0.702
C 0.485 -3.696 2.714 -0.8 -0.3 0.9 -0.629
C 0.713 -2.913 3.840 -0.6 0.2 0.3 -0.638
C 1.334 -1.691 3.699 0.7 0.8 0.1 -0.570
C 1.694 -1.210 2.420 -0.4 -0.9 1.2 -0.259
C 3.207 0.156 -0.427 -1.9 0.2 -0.7 0.406
C 4.535 0.121 -0.099 0.8 -0.1 0.4 -0.203
C 5.348 1.190 -0.376 0.6 0.8 -0.4 -0.571
C 4.822 2.377 -0.893 0.6 -0.4 -0.1 -0.620
C 3.459 2.464 -1.092 -1.0 -0.1 0.0 -0.495
C 2.622 1.334 -0.922 1.3 0.7 0.3 -0.826
H 6.603 -5.475 -1.941 -0.7 0.5 0.2 0.322
H 6.412 -3.252 -3.108 -0.3 -0.2 0.4 0.359
H 4.837 -1.574 -2.343 -0.4 -0.6 0.4 0.312
H 3.660 -4.239 0.905 -0.2 0.1 -0.9 0.335
H 5.165 -5.970 -0.058 -0.1 0.2 0.4 0.378
H 0.740 -3.999 0.641 -0.1 0.5 -0.1 0.505
H -0.098 -4.585 2.870 0.1 -0.5 -0.2 0.468
H 0.267 -3.222 4.799 0.6 0.1 -0.4 0.354
H 1.602 -1.086 4.579 -0.4 -0.2 -0.5 0.374
H 2.098 -0.219 2.346 0.3 0.2 -0.2 0.528
H 4.980 -0.751 0.359 -0.1 -0.2 -0.2 0.616
H 6.424 1.086 -0.261 -0.1 0.1 0.2 0.377
H 5.513 3.175 -1.189 -0.5 -0.1 0.3 0.356
H 3.016 3.417 -1.377 0.1 -0.2 -0.2 0.398
H 1.562 1.427 -1.159 0.2 -0.2 0.0 0.301
```
Forces are in eV/Å.

C29H24N8O5Ti | wB97M-V/def2-TZVPD

Output
2S+1	3
HOMO (alpha / beta)	-5.1 / -8.8	eV
gap between HOMO and LUMO (alpha / beta)	4.95 / 8.63	eV

Geometry as XYZ:
```
67
Properties=species:S:1:pos:R:3:forces:R:3:mulliken_charge:R:1
Ti 0.082 0.462 -0.219 0.9 -1.7 -0.1 -0.199
C 1.887 -0.834 2.264 -0.1 0.0 0.0 -0.673
N 0.555 -0.218 2.029 0.0 -0.1 0.0 -0.039
C -0.522 -1.164 2.374 0.1 0.1 -0.2 -1.254
C -0.568 -2.191 1.283 0.0 0.2 0.1 0.461
N -0.289 -1.923 0.037 0.2 -0.1 0.1 0.527
C -0.472 -3.135 -0.648 0.0 0.4 -0.2 0.036
C -0.383 -3.445 -2.006 0.0 0.0 0.0 -0.404
C -0.661 -4.741 -2.389 0.0 -0.1 0.1 -0.876
C -1.034 -5.725 -1.457 0.0 0.1 -0.1 -0.417
C -1.148 -5.428 -0.115 0.0 0.0 0.0 -1.190
C -0.863 -4.118 0.255 -0.1 -0.2 0.4 0.559
N -0.902 -3.485 1.492 0.0 -0.1 -0.1 -0.071
C 2.908 -0.503 1.222 -0.2 0.2 0.1 0.173
N 2.774 -0.784 -0.039 0.0 -0.1 -0.1 -0.310
C 3.931 -0.287 -0.638 -0.3 -0.1 -0.2 0.419
C 4.322 -0.293 -1.978 0.0 0.0 0.0 -0.422
C 5.529 0.292 -2.300 0.0 0.0 0.1 -0.809
C 6.346 0.879 -1.316 0.0 0.0 -0.1 -0.379
C 5.974 0.893 0.013 -0.1 0.0 -0.1 -1.237
C 4.752 0.301 0.318 0.1 0.1 0.4 0.821
N 4.067 0.145 1.515 0.1 0.0 -0.1 -0.101
H 1.758 -1.916 2.248 0.0 0.0 0.0 0.249
H 2.247 -0.573 3.261 0.1 0.0 0.0 0.425
H 0.470 0.624 2.586 0.0 0.0 0.0 0.355
H -1.466 -0.622 2.385 -0.1 0.0 0.0 0.394
H -0.370 -1.640 3.347 0.0 0.0 0.1 0.474
H -0.123 -2.694 -2.738 0.0 0.0 0.0 0.489
H -0.602 -5.002 -3.438 0.0 0.0 0.0 0.450
H -1.246 -6.730 -1.799 0.0 0.0 0.0 0.385
H -1.452 -6.174 0.608 0.0 0.0 0.0 0.403
H -1.197 -3.884 2.365 0.0 0.0 0.0 0.225
H 3.693 -0.729 -2.741 0.0 0.0 0.0 0.395
H 5.851 0.307 -3.333 0.0 0.0 0.0 0.409
H 7.284 1.334 -1.609 0.0 0.0 0.0 0.377
H 6.597 1.352 0.770 0.0 0.0 0.0 0.382
H 4.335 0.498 2.416 0.0 0.0 0.0 0.235
O 2.459 3.778 -0.370 0.2 0.1 -0.1 -0.701
C 1.560 2.980 -0.313 -0.5 -0.5 0.3 0.158
O 1.635 1.699 -0.038 0.3 0.6 -0.1 -0.138
C 0.101 3.382 -0.471 0.3 0.3 0.0 0.473
C -0.394 4.634 -0.774 0.1 0.0 0.0 -0.709
C -1.773 4.798 -0.805 -0.1 0.1 0.0 -0.390
C -2.612 3.730 -0.513 0.0 0.0 0.0 -0.644
C -2.025 2.515 -0.224 -0.6 -0.1 0.1 0.368
N -0.712 2.364 -0.224 -0.1 0.6 -0.1 0.457
C -2.736 1.214 0.118 0.7 0.1 -0.1 0.247
O -3.921 1.168 0.336 -0.2 -0.1 0.0 -0.710
O -1.866 0.240 0.167 -0.8 0.2 0.2 -0.274
H 0.298 5.440 -0.975 0.0 0.0 0.0 0.533
H -2.194 5.765 -1.051 0.0 0.0 0.0 0.445
H -3.690 3.814 -0.506 0.0 0.0 0.0 0.552
N 1.205 -0.719 -7.092 -0.1 -0.2 0.1 -0.407
C 0.153 -0.014 -6.525 0.4 0.6 -0.2 0.438
O -0.667 0.544 -7.245 -0.1 -0.2 0.1 -0.674
C 0.132 0.092 -5.071 0.0 -0.2 0.1 0.464
C -0.789 0.971 -4.453 0.0 -0.1 -0.2 -1.028
C -0.833 1.104 -3.106 0.2 -0.1 0.5 -0.207
N -0.006 0.405 -2.223 0.0 -0.1 -0.9 1.050
C 0.878 -0.469 -2.843 -0.2 0.3 0.3 -1.302
C 0.968 -0.641 -4.185 0.0 0.0 -0.3 -0.868
H 1.295 -0.583 -8.085 0.0 0.0 0.0 0.269
H 2.066 -0.788 -6.579 0.0 0.0 0.0 0.193
H -1.469 1.540 -5.073 0.0 0.0 0.0 0.478
H -1.548 1.778 -2.655 0.0 0.0 0.0 0.313
H 1.502 -1.046 -2.173 0.0 0.0 0.1 1.084
H 1.674 -1.381 -4.547 0.0 0.0 0.0 0.267
```
Forces are in eV/Å.

Record order is preserved below.
Max |F|: 0.85; 4.74; 1.94 eV/Å